(1)
Below is C13H23N4O3S6SbSe4Ti as an isolated structure, with properties calculated with the ωB97M-V functional and the def2-TZVPD basis.

Element x y z (Å)
Ti -13.9127 -9.7379 -1.0307
C -11.8842 -8.2898 -3.4124
O -12.2460 -8.4870 -2.0052
C -11.8079 -7.3209 -1.2572
C -11.9237 -7.6473 0.2275
O -13.2900 -8.1499 0.3864
C -14.2312 -7.1003 0.4824
C -15.6302 -7.6788 0.4795
O -15.7118 -8.7433 -0.5741
C -17.0904 -9.1677 -0.7435
H -10.7987 -8.3363 -3.4051
H -12.3691 -9.1190 -3.9756
H -12.3798 -7.3134 -3.7124
H -12.3976 -6.4987 -1.6085
H -10.7757 -7.0007 -1.4706
H -11.7651 -6.7918 0.8614
H -11.3000 -8.5671 0.5031
H -14.0880 -6.5500 -0.4673
H -14.0856 -6.3990 1.2402
H -16.2926 -6.8468 0.2119
H -15.9549 -8.1270 1.4667
H -17.6469 -8.2765 -1.2245
H -17.3557 -9.4364 0.3245
H -17.0267 -9.9440 -1.3874
C -11.7870 -13.5890 -1.1212
C -12.7277 -12.4429 -1.7032
N -13.5634 -12.8193 -2.7003
N -14.3489 -11.7813 -3.2208
C -14.6206 -10.6059 -2.8371
S -15.9306 -9.8950 -3.7205
N -12.6866 -11.1745 -1.3512
N -12.1980 -10.6899 -0.1627
H -12.2473 -14.5956 -1.2611
H -11.6421 -13.3470 -0.0741
H -10.7807 -13.5373 -1.6025
H -14.8032 -12.1390 -4.1027
H -12.5317 -11.1841 0.6211
H -11.2252 -10.5014 -0.1066
C -15.8519 -10.8875 -7.3674
S -14.2521 -10.4568 -6.5186
C -14.4232 -8.6871 -6.5274
C -14.8270 -7.8406 -5.5232
S -15.3033 -8.0044 -3.8735
S -14.9181 -6.1357 -5.9794
C -14.3084 -6.2656 -7.6875
S -14.0639 -4.8965 -8.5574
S -14.1113 -7.8934 -8.0781
H -16.1857 -11.8601 -7.0718
H -15.6892 -10.8960 -8.4742
H -16.5887 -10.2327 -6.9828
Se -15.6389 -14.8785 -1.5596
Sb -16.5810 -13.2760 0.5072
Se -17.6950 -14.3849 2.0811
Se -17.0665 -13.2888 -1.8016
Se -15.0160 -11.4370 1.0254

## Properties
Highest occupied orbital energy (alpha / beta) ... -0.446 / -0.446 Ha
LUMO level (alpha / beta) ... -0.30125 / -0.30127 Ha
Net charge ... +2
Gap between HOMO and LUMO (alpha / beta) ... 3.9480 / 3.9469 eV

(2)
Below is C13H23N5O4 in the gas phase, with properties calculated with the ωB97M-V functional and the def2-TZVPD basis.

Element x y z (Å)
O -2.2744 0.9947 -2.4530
O 0.4672 -1.3367 -0.3923
O 3.2505 -2.8018 1.7336
O -1.1160 -0.0190 3.2528
C -1.5902 0.0795 -2.9110
C -0.2975 -0.5703 -0.9000
C 2.8891 -3.3061 2.8243
C -0.3396 -0.2352 2.3502
N 2.9861 -4.6429 2.8216
N 0.5700 -1.2652 2.4169
N -1.4074 -0.0623 -4.2656
N -0.6030 -0.6093 -2.2543
N -0.9172 0.2456 -0.0394
C 1.3256 2.8372 2.4623
C -0.5515 4.2968 3.0183
C 2.2805 -2.3926 3.8088
C 0.7599 -2.2139 3.5147
C -0.1502 -0.6490 -4.5465
C 0.1409 -1.3887 -3.2691
C -0.1280 2.8417 2.8044
C -0.8219 2.1470 1.5988
C -0.2670 0.7010 1.1710
H 2.6253 -5.1308 3.6041
H 3.0349 -5.1937 1.9657
H 0.8481 -1.6127 1.5183
H -1.7461 0.7321 -4.8142
H -1.5450 0.9229 -0.4716
H 1.7625 1.9478 2.8729
H 1.7558 3.8429 2.8579
H 1.6345 2.8812 1.4079
H -1.6597 4.4661 3.1191
H -0.2704 4.9380 2.1819
H -0.1012 4.6834 3.8835
H 2.4714 -2.8883 4.8244
H 2.8040 -1.3938 3.9131
H 0.2797 -1.7797 4.4528
H 0.2370 -3.2081 3.3409
H 0.6655 0.0594 -4.8180
H -0.3108 -1.4327 -5.3493
H 1.2199 -1.3394 -3.0528
H -0.1182 -2.4134 -3.4393
H -0.3732 2.2957 3.7491
H -0.6570 2.7337 0.7177
H -1.8979 2.2218 1.9323
H 0.8240 0.8267 0.9837

## Properties
Highest occupied orbital energy ... -0.333 Ha
SMILES ... CC(C)C[C@H](NC(=O)N1CCNC1=O)C(=O)NCCC(N)=O
LUMO level ... 0.02249 Ha
Energy relative to the best compared isomer or geometry (same formula, charge and spin) ... 40.8 kcal/mol
Gap between HOMO and LUMO ... 9.6691 eV

(3)
Below is C13H23NO in the gas phase, with properties calculated with the ωB97M-V functional and the def2-TZVPD basis.

Element x y z (Å)
C -2.4726 -2.9532 -0.3244
C -2.6536 -1.5236 0.0977
C -3.1012 -0.6093 -0.7539
C -3.2888 0.8556 -0.5144
H -4.1999 1.1865 -1.0195
H -3.3953 1.0755 0.5478
C -2.0962 1.6515 -1.0832
C -0.8405 1.3626 -0.3091
C 0.0181 0.4421 -0.7316
C 1.2959 0.0397 -0.0659
H 1.3157 -1.0473 0.0530
H 1.3814 0.4949 0.9199
C 2.5030 0.4522 -0.9270
C 3.7883 0.0681 -0.2655
N 4.4427 -0.8729 -0.8033
O 5.6324 -1.2455 -0.1613
H 5.9889 -1.9425 -0.7278
C 4.1974 0.7847 0.9840
H 5.2690 0.9773 0.9548
H 4.0085 0.1472 1.8478
H 3.6551 1.7184 1.1012
H 2.4408 -0.0371 -1.8994
H 2.4815 1.5343 -1.0745
H -0.1846 -0.0750 -1.6602
C -0.6620 2.1485 0.9607
H -0.3803 1.5062 1.7924
H 0.1187 2.8994 0.8356
H -1.5823 2.6639 1.2240
H -1.9622 1.3766 -2.1310
H -2.3241 2.7188 -1.0350
H -3.3201 -0.9195 -1.7686
C -2.2804 -1.2680 1.5268
H -2.5558 -0.2712 1.8535
H -1.2034 -1.3817 1.6491
H -2.7673 -1.9957 2.1756
H -1.4396 -3.2615 -0.1657
H -2.7194 -3.0912 -1.3738
H -3.1078 -3.6090 0.2711

## Properties
Highest occupied orbital energy ... -0.322 Ha
SMILES ... CC(C)=CCC/C(C)=C/CC/C(C)=N/O
LUMO level ... 0.03190 Ha
Energy relative to the best compared isomer or geometry (same formula, charge and spin) ... 56.0 kcal/mol
Gap between HOMO and LUMO ... 9.6417 eV

(4)
Below is C13H24B2F11NO3Tl as an isolated structure, with properties calculated with the ωB97M-V functional and the def2-TZVPD basis.

Element x y z (Å)
Tl -0.2849 1.0487 0.9073
C -3.7943 1.1373 1.7973
O -3.0879 2.2021 1.0750
O -2.9292 0.0629 1.8472
C -4.3684 1.7188 3.1180
F -5.6862 2.0660 3.0271
F -4.4629 0.8107 4.0808
F -3.6403 2.7515 3.5897
C -3.9291 3.1612 0.3754
C -3.2567 4.5716 0.1270
H -3.0559 4.9364 1.1373
H -2.2412 4.6192 -0.2661
H -3.9430 5.2681 -0.3523
H -4.8179 3.4772 0.9213
H -4.1268 2.7710 -0.6243
H -4.6977 0.9178 1.2164
C 1.3424 -0.3634 -3.2035
C 1.4006 -1.7585 -2.4836
C 2.8778 -1.9545 -2.2355
C 3.2229 -3.2001 -1.5157
C 2.5862 -3.0844 -0.1298
C 1.0813 -2.7433 -0.0802
N 0.8042 -1.6028 -1.0938
O -0.5097 -1.2692 -1.0983
C 0.7823 -2.2362 1.3307
C 0.1656 -3.9806 -0.4121
C 0.8732 -2.7689 -3.5377
H 0.3445 0.0625 -3.3039
H 1.8049 -0.4246 -4.1893
H 1.9654 0.4074 -2.7465
H 3.2414 -1.1285 -1.6177
H 3.4920 -1.8562 -3.1325
H 4.3050 -3.2579 -1.4057
H 2.7721 -4.0819 -1.9760
H 3.1911 -2.3336 0.3804
H 2.6527 -4.0456 0.3827
H 1.2329 -1.2674 1.5565
H 1.2814 -2.8461 2.0857
H -0.2732 -2.2009 1.6001
H -0.7808 -3.8415 -0.9298
H -0.0852 -4.4005 0.5636
H 0.7730 -4.7684 -0.8596
H -0.1837 -2.5373 -3.6855
H 0.8832 -3.7755 -3.1169
H 1.3142 -2.8078 -4.5312
B 0.0451 4.4699 2.0540
F -0.9431 3.5066 2.0391
F 1.2906 3.8027 1.8811
F -0.0634 5.2572 0.9040
F -0.1144 5.2561 3.1894
B 3.1326 1.2612 1.4513
F 2.1344 1.3386 2.4540
F 4.1143 0.4682 2.0069
F 2.6177 0.6342 0.3315
F 3.5508 2.5505 1.0965

## Properties
Highest occupied orbital energy ... -0.216 Ha
LUMO level ... -0.09383 Ha
Net charge ... -1
Gap between HOMO and LUMO ... 3.3197 eV

(5)
Below is a 3-piece molecular cluster, C13H24BrN5O2 overall, with properties calculated with the ωB97M-V functional and the def2-TZVPD basis.

Element x y z (Å)
C -1.7607 0.7181 0.9694
C -2.6210 0.4133 -0.4027
Br -3.8498 2.0139 -0.6858
C -3.5780 -0.9213 -0.3219
N -3.1515 -2.0290 -1.2664
C -1.9180 -2.6907 -0.6183
N -0.7137 -2.4984 -1.2474
N -2.1593 -3.4382 0.6738
C -1.5731 -4.8319 0.6711
O -2.3451 -5.8149 1.1921
O -0.2712 -5.2391 0.1185
H -0.5942 0.7513 0.7332
H -2.0299 1.8161 1.3328
H -1.9078 -0.0815 1.8114
H -1.8832 0.3629 -1.3351
H -3.6778 -1.2791 0.8100
H -4.6801 -0.6074 -0.6418
H -2.9052 -1.6749 -2.2190
H -0.2625 -1.5376 -1.2624
H -0.2173 -3.2439 -1.8102
H -1.8831 -2.8868 1.5217
C 4.9341 -2.4013 -0.5218
C 3.5908 -3.0817 -0.2946
C 2.6318 -2.9287 -1.4757
C 2.2102 -1.5359 -1.6755
N 1.8822 -0.4343 -1.8371
H 4.8236 -1.3173 -0.6219
H 5.6000 -2.5919 0.3260
H 5.4200 -2.7833 -1.4260
H 3.1344 -2.6822 0.6190
H 3.7667 -4.1501 -0.1240
H 1.7439 -3.5431 -1.2906
H 3.0987 -3.3125 -2.3893
C -0.4629 6.4880 0.5331
C 0.7535 5.7283 1.0453
C 0.5414 4.2147 1.0920
C -0.4707 3.8233 2.0820
N -1.2750 3.5147 2.8598
H -1.3206 6.3711 1.2024
H -0.2367 7.5569 0.4642
H -0.7531 6.1388 -0.4635
H 1.0211 6.1048 2.0399
H 1.6007 5.9417 0.3832
H 1.4913 3.7335 1.3493
H 0.2567 3.8457 0.1006

## Properties
Highest occupied orbital energy ... -0.297 Ha
LUMO level ... -0.09210 Ha
Gap between HOMO and LUMO ... 5.5754 eV

Number 1: strongest force on any atom 6.01 eV Å⁻¹, total energy -14037.760091 Ha. Number 2: strongest force on any atom 6.18 eV Å⁻¹, total energy -1083.936542 Ha. Number 3: strongest force on any atom 1.03 eV Å⁻¹, total energy -639.061258 Ha. Number 4: strongest force on any atom 7.53 eV Å⁻¹, total energy -2111.248927 Ha. Number 5: strongest force on any atom 9.09 eV Å⁻¹, total energy -3507.761182 Ha.